Entry 1:
Density functional theory data (the ωB97M-V functional and the def2-TZVPD basis) for 3 unconnected molecules or ions with the total composition C15H26BBrClN2O13P3S at a distorted geometry.

Positions of all 63 atoms, in Å:
O1 2.263 0.434 0.125
C1 1.913 0.481 -1.185
O2 1.041 -0.570 -1.734
C2 2.482 1.792 -2.027
C3 2.926 1.456 -3.568
C4 3.871 0.131 -3.753
C5 5.263 -0.188 -2.907
Br1 5.930 1.105 -1.481
C6 6.210 -1.527 -3.171
B1 7.591 -1.893 -2.358
O3 8.584 -0.941 -1.824
O4 7.908 -3.351 -2.176
C7 5.758 -2.618 -4.354
N1 6.441 -3.881 -4.829
S1 5.541 -4.659 -6.116
N2 4.209 -3.479 -6.202
C8 4.380 -2.357 -5.202
C9 3.464 -1.007 -4.909
P1 1.896 -0.828 -6.050
O5 0.758 -1.998 -5.376
Cl1 2.409 -1.415 -8.070
H1 1.630 -1.350 -1.953
H2 1.550 2.534 -2.106
H3 3.298 2.410 -1.412
H4 1.913 1.388 -4.196
H5 3.488 2.411 -4.005
H6 8.384 -0.914 -0.822
H7 7.077 -3.869 -1.968
H8 1.144 -2.249 -4.479
C10 0.949 0.318 2.272
O6 0.738 0.382 3.672
P2 0.352 1.953 4.286
O7 0.218 1.340 5.685
O8 -1.098 1.913 3.498
C11 -2.053 0.919 3.822
O9 -0.034 3.523 4.900
C12 -1.064 3.666 5.863
H9 1.895 -0.193 2.082
H10 0.137 -0.258 1.819
H11 0.984 1.314 1.824
H12 -1.691 0.209 4.571
H13 -2.305 0.369 2.912
H14 -2.956 1.403 4.198
H15 -0.721 3.325 6.843
H16 -1.966 3.128 5.569
H17 -1.311 4.728 5.941
C13 -4.950 -0.040 -0.623
O10 -4.786 0.011 0.783
P3 -6.086 0.756 1.649
O11 -5.350 0.449 2.958
O12 -7.084 -0.494 1.242
C14 -6.784 -1.809 1.674
O13 -7.386 1.500 2.514
C15 -7.861 0.908 3.710
H18 -4.050 0.358 -1.097
H19 -5.081 -1.082 -0.926
H20 -5.814 0.546 -0.950
H21 -5.842 -1.871 2.225
H22 -6.720 -2.457 0.797
H23 -7.594 -2.166 2.314
H24 -7.161 1.087 4.530
H25 -8.035 -0.162 3.588
H26 -8.813 1.381 3.968

The calculation puts the HOMO energy at -9.233 eV. The spin multiplicity is 1. Its total energy is -167501.3299 eV. Its SMILES is O=C(O)CCc1c(Br)c(B(O)O)c2nsnc2c1P(O)Cl.COP(=O)(OC)OC.COP(=O)(OC)OC. The value obtained for the lowest unoccupied orbital energy is -0.1195 hartree. The calculation puts the frontier orbital gap at 5.983 eV.

---

Entry 2:
Density functional theory data (the ωB97M-V functional and the def2-TZVPD basis) for a molecular structure, C29H38FeN5O5 at a distorted geometry.

Positions of all 78 atoms, in Å:
Fe1 -0.661 -0.931 -1.538
C1 2.936 0.863 4.712
O1 2.479 1.285 3.431
C2 2.162 2.590 3.254
C3 2.215 3.580 4.224
C4 1.868 4.884 3.897
C5 1.441 5.207 2.619
C6 1.358 4.220 1.649
C7 1.734 2.921 1.957
N1 1.759 1.883 0.987
C8 0.683 1.335 0.380
N2 -0.497 1.926 0.615
C9 -1.746 1.660 0.060
C10 -2.012 0.607 -0.792
C11 -3.308 0.418 -1.267
C12 -4.315 1.300 -0.912
C13 -4.055 2.359 -0.053
C14 -2.779 2.541 0.452
O2 -2.404 3.505 1.316
C15 -3.402 4.365 1.860
N3 0.804 0.248 -0.355
C16 2.095 -0.151 -0.800
C17 2.731 0.660 -1.757
C18 3.952 0.331 -2.296
C19 4.599 -0.825 -1.863
C20 4.010 -1.619 -0.906
C21 2.756 -1.315 -0.365
O3 2.345 -2.212 0.568
C22 1.205 -2.022 1.384
H1 3.324 -0.142 4.566
H2 2.110 0.835 5.426
H3 3.732 1.507 5.085
H4 2.528 3.355 5.234
H5 1.939 5.652 4.654
H6 1.194 6.229 2.369
H7 1.035 4.462 0.644
H8 2.575 1.287 1.024
H9 -0.485 2.701 1.270
H10 -3.549 -0.428 -1.903
H11 -5.314 1.163 -1.303
H12 -4.848 3.042 0.214
H13 -4.119 3.795 2.455
H14 -3.926 4.917 1.079
H15 -2.870 5.065 2.497
H16 2.220 1.566 -2.063
H17 4.411 0.972 -3.037
H18 5.568 -1.086 -2.265
H19 4.509 -2.500 -0.524
H20 1.199 -2.881 2.052
H21 0.283 -2.003 0.802
H22 1.281 -1.108 1.979
C23 0.668 -3.383 -2.340
O4 0.696 -1.956 -2.430
C24 1.131 -1.424 -3.687
C25 -0.063 -1.224 -4.582
O5 -0.915 -0.447 -3.770
C26 -1.984 0.225 -4.448
H23 1.661 -3.792 -2.528
H24 -0.047 -3.824 -3.039
H25 0.368 -3.615 -1.320
H26 1.890 -2.047 -4.163
H27 1.565 -0.451 -3.450
H28 -0.547 -2.167 -4.857
H29 0.216 -0.700 -5.499
H30 -1.587 0.862 -5.239
H31 -2.492 0.838 -3.709
H32 -2.682 -0.493 -4.882
C27 -2.844 -5.836 0.071
N4 -2.519 -4.528 0.650
C28 -2.675 -4.350 2.096
C29 -2.036 -3.575 -0.071
N5 -1.604 -2.702 -0.704
H33 -3.653 -6.278 0.648
H34 -1.980 -6.501 0.109
H35 -3.166 -5.724 -0.962
H36 -3.720 -4.485 2.374
H37 -2.358 -3.350 2.383
H38 -2.071 -5.083 2.631

The calculation puts the HOMO energy (spin up / spin down) at -12.878 / -12.875 eV. The spin multiplicity is 6. Its total energy is -82748.1971 eV. The net charge is +2. For the energy above the lowest of the compared OMol25 structures with the same formula, charge and spin, the calculation gives 88.2 kJ/mol. The expectation value of S² is 8.76. The value obtained for the lowest unoccupied orbital energy (spin up / spin down) is -0.1588 / -0.2706 hartree. The calculation puts the frontier orbital gap (spin up / spin down) at 8.558 / 5.512 eV.

---

Entry 3:
Density functional theory data (the ωB97M-V functional and the def2-TZVPD basis) for a molecular structure, C4H2F2 at a distorted geometry.

Positions of all 8 atoms, in Å:
C1 -0.495 0.520 -1.806
C2 -0.823 -0.060 -0.694
C3 -0.359 -0.571 0.584
C4 0.533 0.359 -0.164
F1 1.631 -0.135 -0.629
F2 0.689 1.558 0.429
H1 -0.800 -0.064 1.490
H2 -0.375 -1.607 0.790

The calculation puts the HOMO energy at -10.728 eV. The spin multiplicity is 1. Its total energy is -9609.7132 eV. For the energy above the lowest of the compared OMol25 structures with the same formula, charge and spin, the calculation gives 289.5 kJ/mol. The value obtained for the lowest unoccupied orbital energy is 0.0252 hartree. The calculation puts the frontier orbital gap at 11.415 eV.